(1)
Here is C14H24FeN2O10P as an isolated structure from OMol25. Energies are from the ωB97M-V functional and the def2-TZVPD basis.

## Properties
- Lowest unoccupied orbital energy (alpha / beta): -0.08 / -1.48 eV
- HOMO-LUMO gap (alpha / beta): 8.20 / 6.74 eV
- Spin multiplicity: 6
- HOMO (alpha / beta): -0.304 / -0.302 hartree
- Energy relative to the best compared isomer or geometry (same formula, charge and spin): 116.89 kJ/mol

XYZ file:
```
52
C14H24FeN2O10P, DFT the ωB97M-V functional and the def2-TZVPD basis
Fe 0.079 1.713 0.015
P 0.157 -0.840 -0.051
O 0.226 1.597 -2.016
O 1.925 1.770 0.190
O 0.709 -2.352 0.253
O -0.603 -1.165 -1.424
O -4.436 1.842 -1.222
O -1.172 1.346 -4.611
O -1.735 1.887 0.062
O -4.062 1.584 -4.106
O -1.100 -0.768 0.964
O 3.862 2.501 1.028
N -0.097 1.783 2.146
N 0.260 3.928 -0.273
C 1.050 2.157 2.993
C 3.067 -2.852 0.552
C -3.183 1.617 -3.295
C -2.023 1.771 -1.225
C -1.710 1.514 -3.545
C -2.141 -2.535 2.266
C 0.142 -1.469 -2.632
C 0.213 -2.965 -2.878
C 2.325 1.453 2.533
C -3.369 1.763 -1.786
C -1.047 1.629 -2.208
C -2.166 -1.745 0.975
C 2.785 1.958 1.151
C 1.735 -2.580 1.226
H 1.418 -3.440 1.818
H 0.858 1.913 4.041
H -1.225 -3.123 2.337
H 1.823 -1.722 1.902
H -0.901 2.376 2.327
H -0.405 0.830 2.337
H -0.788 -3.369 -3.030
H -2.996 -3.210 2.291
H 2.993 -3.730 -0.088
H -0.455 4.577 0.037
H 0.307 3.976 -1.289
H -2.198 -1.871 3.130
H 2.141 0.376 2.460
H 3.131 1.634 3.238
H 0.809 -3.158 -3.770
H -3.094 -1.182 0.875
H 1.188 3.237 2.920
H 0.666 -3.471 -2.029
H 3.837 -3.027 1.303
H -2.063 -2.406 0.117
H 1.163 4.248 0.067
H 1.138 -1.023 -2.573
H 3.356 -1.996 -0.060
H -0.393 -0.980 -3.442
```

(2)
Here is C27H32AsN2O3S2W as an isolated structure from OMol25. Energies are from the ωB97M-V functional and the def2-TZVPD basis.

## Properties
- Lowest unoccupied orbital energy (alpha / beta): -9.42 / -10.45 eV
- HOMO-LUMO gap (alpha / beta): 7.35 / 6.96 eV
- Spin multiplicity: 3
- HOMO (alpha / beta): -0.616 / -0.640 hartree
- Energy relative to the best compared isomer or geometry (same formula, charge and spin): 138.17 kJ/mol
- Total charge: +3

XYZ file:
```
68
C27H32AsN2O3S2W, DFT the ωB97M-V functional and the def2-TZVPD basis
W 0.227 -0.343 -0.595
As 0.600 -1.167 3.237
S -0.704 -1.271 1.485
S -2.645 -0.476 -0.660
O -3.732 0.088 -1.644
O -0.077 1.281 -1.949
O -1.596 -1.288 -1.447
N 1.048 1.185 0.508
N -1.601 0.820 -0.429
C -4.638 1.617 -3.216
C 0.945 -5.451 -1.978
C -2.168 2.945 -3.407
C 0.756 3.418 1.740
C 0.662 -2.908 4.020
C -3.239 3.360 -4.171
C -2.341 1.889 -2.509
C 0.194 5.725 3.130
C 2.435 -0.632 3.081
C 2.272 -0.656 -1.626
C 0.627 -3.015 -1.744
C -0.981 -4.587 -0.583
C 0.911 2.184 1.061
C 1.279 3.588 3.028
C -4.464 2.701 -4.070
C 0.994 4.747 3.717
C -0.304 5.565 1.839
C 2.192 -1.523 -0.510
C -1.311 1.385 -1.655
C -0.248 -0.050 4.534
C -3.572 1.238 -2.450
C 1.391 -0.931 -2.703
C 3.325 0.408 -1.710
C -0.096 -4.328 -1.809
C 0.715 -2.160 -2.829
C 1.256 -2.582 -0.541
C -0.029 4.411 1.136
H -3.125 4.188 -4.857
H 1.148 -2.800 4.989
H -0.728 -4.309 -2.699
H -0.901 6.346 1.387
H 0.426 -6.405 -2.070
H -0.039 6.627 3.683
H -5.571 1.069 -3.167
H -0.399 4.272 0.127
H 3.034 -1.521 2.896
H 1.557 -5.310 -2.870
H 3.640 0.736 -0.722
H -0.390 -4.917 0.276
H 0.433 0.051 5.376
H 2.692 -0.230 4.060
H -1.160 -0.547 4.856
H -1.209 3.446 -3.468
H -1.684 -5.386 -0.814
H 0.277 -2.429 -3.782
H 2.981 1.272 -2.279
H -0.349 -3.282 4.157
H 2.979 -1.500 0.229
H -1.559 -3.709 -0.300
H 1.244 -3.259 0.298
H 1.397 4.900 4.709
H -5.298 3.023 -4.680
H 1.606 -5.508 -1.109
H 1.922 2.831 3.459
H 4.195 -0.005 -2.224
H 1.450 -0.282 -3.567
H 1.233 -3.591 3.397
H 2.606 0.119 2.315
H -0.491 0.926 4.118
```

(3)
Here is C21H43BCuO2P2 as an isolated structure from OMol25. Energies are from the ωB97M-V functional and the def2-TZVPD basis.

## Properties
- Lowest unoccupied orbital energy (alpha / beta): 0.60 / 0.41 eV
- HOMO-LUMO gap (alpha / beta): 5.10 / 8.09 eV
- Spin multiplicity: 2
- HOMO (alpha / beta): -0.165 / -0.282 hartree
- Energy relative to the best compared isomer or geometry (same formula, charge and spin): 0.00 kJ/mol

XYZ file:
```
70
C21H43BCuO2P2, DFT the ωB97M-V functional and the def2-TZVPD basis
Cu 1.236 -0.664 1.380
P -0.769 -0.551 -4.160
P -3.053 1.367 -3.064
O 2.320 0.636 3.965
O 1.808 -1.661 3.875
C 0.259 1.226 -1.438
C -1.141 -1.535 -0.407
C -1.996 1.875 -0.241
C -2.122 -0.532 -1.041
C -4.566 0.327 -2.918
C 4.146 -1.969 3.538
C -0.313 -2.153 -4.891
C 0.335 -1.165 -0.448
C -3.840 3.002 -2.907
C 3.072 -1.551 4.541
C 0.506 0.545 -4.910
C -2.177 -0.077 -5.306
C 2.560 0.252 6.346
C 4.505 0.641 4.856
C 3.050 -2.545 5.682
C -2.578 0.663 -0.253
C -2.868 1.226 -4.909
C -0.614 2.251 -0.686
C 0.900 0.048 -0.777
C 3.142 -0.008 4.951
C -0.043 -0.015 3.211
B 1.433 -0.358 3.541
H -2.498 2.663 0.339
H -2.887 -0.917 -5.283
H -3.011 -1.112 -1.335
H -4.956 0.398 -1.895
H -1.232 -2.466 -0.993
H -2.296 2.109 -5.232
H 1.997 0.062 -0.863
H -0.723 -0.762 3.638
H 4.936 0.526 3.856
H -3.445 0.482 0.402
H 5.118 -2.060 4.029
H -0.307 0.103 2.141
H -1.154 -2.849 -4.783
H 2.913 -3.554 5.285
H -4.346 -0.725 -3.142
H -5.307 0.715 -3.629
H -0.054 -2.028 -5.950
H -0.685 3.136 -1.347
H -3.143 3.769 -3.265
H 3.993 -2.528 6.244
H 1.568 -0.206 6.475
H -0.273 0.897 -2.356
H -3.884 1.292 -5.319
H 1.486 0.283 -4.485
H 3.222 -0.137 7.138
H -0.059 2.599 0.198
H 5.186 0.205 5.597
H 0.291 1.600 -4.685
H 0.987 -2.053 -0.527
H -1.476 -1.796 0.607
H 2.228 -2.335 6.375
H -4.062 3.190 -1.847
H 1.106 1.812 -1.843
H -1.747 -0.005 -6.314
H -4.766 3.016 -3.498
H 2.459 1.337 6.508
H 0.547 -2.552 -4.336
H -1.689 -0.218 -2.007
H 4.237 -1.262 2.705
H -0.280 0.949 3.679
H 3.883 -2.947 3.126
H 4.422 1.715 5.064
H 0.507 0.382 -5.998
```

(4)
Here is a 2-piece molecular cluster, C11H17INO overall from OMol25. Energies are from the ωB97M-V functional and the def2-TZVPD basis.

## Properties
- Lowest unoccupied orbital energy: -3.14 eV
- HOMO-LUMO gap: 9.49 eV
- HOMO: -0.464 hartree
- Energy relative to the best compared isomer or geometry (same formula, charge and spin): 268.92 kJ/mol
- Total charge: +1

XYZ file:
```
31
C11H17INO, DFT the ωB97M-V functional and the def2-TZVPD basis
I -3.690 0.468 -0.161
O -2.809 -2.374 -0.848
N -0.506 0.376 -1.182
C 1.070 -2.003 1.234
C 1.547 0.177 -0.048
C 0.451 -0.837 0.560
C -0.671 2.771 1.243
C -0.081 0.277 1.567
C -2.493 -1.362 -0.023
C 0.455 1.237 -0.404
C 2.003 0.191 -1.474
C -0.488 -1.013 -0.573
C 1.447 1.660 -1.533
C -0.156 1.582 0.897
H -0.722 3.548 0.560
H 0.869 1.965 -2.504
H 2.404 0.432 0.538
H -2.435 -1.468 0.987
H 0.770 0.389 2.252
H -0.565 -1.929 -1.157
H -3.011 -3.233 -0.381
H 1.507 -0.629 -1.986
H -0.239 0.413 -2.229
H -1.321 2.956 2.091
H 2.153 2.512 -1.400
H 1.909 -1.725 1.823
H -0.891 -0.070 2.136
H 1.334 -2.833 0.507
H 3.167 0.115 -1.638
H -1.315 0.974 -0.835
H 0.307 -2.567 1.980
```

(5)
Here is one molecule with the formula C7H11Br2N from OMol25. Energies are from the ωB97M-V functional and the def2-TZVPD basis.

## Properties
- Lowest unoccupied orbital energy: -0.56 eV
- SMILES string: CC(C)(C)C(Br)=C=NCBr
- HOMO-LUMO gap: 8.25 eV
- HOMO: -0.324 hartree
- Energy relative to the best compared isomer or geometry (same formula, charge and spin): 166.36 kJ/mol

XYZ file:
```
21
C7H11Br2N, DFT the ωB97M-V functional and the def2-TZVPD basis
Br 3.753 -0.005 -3.698
Br -2.343 0.773 -2.470
N 0.918 -0.637 -3.346
C 0.168 -0.381 -2.444
C -1.638 -0.313 0.514
C -0.667 1.922 0.053
C -0.668 0.107 -1.576
C 1.651 0.328 -4.186
C -0.475 0.426 -0.090
C 1.000 0.117 0.399
H 1.178 -0.868 0.686
H 1.609 0.067 -5.212
H -1.484 -0.534 1.605
H -0.983 1.944 1.140
H 0.287 2.470 -0.017
H 1.769 0.534 -0.318
H -2.561 0.299 0.400
H 1.507 1.392 -4.170
H -1.976 -1.292 -0.145
H 1.252 0.848 1.265
H -1.428 2.259 -0.665
```

(6)
Here is a 5-piece molecular cluster, C5H23N2O5 overall from OMol25. Energies are from the ωB97M-V functional and the def2-TZVPD basis.

## Properties
- Lowest unoccupied orbital energy: -2.42 eV
- HOMO-LUMO gap: 9.52 eV
- HOMO: -0.439 hartree
- Energy relative to the best compared isomer or geometry (same formula, charge and spin): 89.79 kJ/mol
- Total charge: +1

XYZ file:
```
35
C5H23N2O5, DFT the ωB97M-V functional and the def2-TZVPD basis
O -1.592 3.801 -1.753
O 2.463 -0.330 2.383
O -0.923 1.617 3.421
O 3.000 -1.807 -2.224
O 0.464 1.834 -1.981
N 1.241 -0.070 -0.150
N -0.566 -1.977 -1.130
C -1.062 -3.340 -0.860
C -0.047 -0.255 0.580
C -1.101 -0.888 -0.360
C -1.527 0.959 2.323
C -0.562 1.079 1.106
H -1.059 1.573 0.273
H 1.887 0.375 0.505
H -0.312 2.441 -2.012
H 0.217 1.711 1.540
H 2.807 -1.334 -3.042
H 2.156 0.256 3.091
H -1.788 -0.088 2.499
H 1.596 -0.928 -0.588
H -1.165 -3.890 -1.793
H -1.885 -1.207 0.330
H 1.102 0.586 -0.948
H -1.612 4.747 -1.586
H 3.288 -0.744 2.664
H 0.192 -0.915 1.412
H 3.893 -2.163 -2.334
H 0.924 2.120 -2.784
H -0.375 -3.894 -0.220
H -0.499 -1.855 -2.121
H -2.463 1.466 2.066
H -1.181 1.167 4.230
H -2.100 3.365 -1.055
H -1.363 -0.112 -1.086
H -2.047 -3.297 -0.395
```

(7)
Here is one molecule with the formula C2H3N3O2 from OMol25. Energies are from the ωB97M-V functional and the def2-TZVPD basis.

## Properties
- Lowest unoccupied orbital energy: 0.15 eV
- SMILES string: Nn1oncc1=O
- HOMO-LUMO gap: 10.02 eV
- HOMO: -0.363 hartree
- Energy relative to the best compared isomer or geometry (same formula, charge and spin): 425.85 kJ/mol

XYZ file:
```
10
C2H3N3O2, DFT the ωB97M-V functional and the def2-TZVPD basis
O 0.879 -1.628 -0.711
O -0.614 1.177 0.501
N -0.044 0.684 1.630
N -1.002 0.411 -1.645
N -0.116 0.481 -0.562
C 0.485 -0.686 -0.068
C 0.605 -0.421 1.378
H -1.055 -0.631 -1.892
H 1.062 -1.053 2.103
H -0.530 0.902 -2.354
```

(8)
Here is a 8-piece molecular cluster, C28H42NO24 overall from OMol25. Energies are from the ωB97M-V functional and the def2-TZVPD basis.

## Properties
- Lowest unoccupied orbital energy: 1.79 eV
- HOMO-LUMO gap: 9.24 eV
- HOMO: -0.274 hartree
- Energy relative to the best compared isomer or geometry (same formula, charge and spin): 235.41 kJ/mol
- Total charge: -1

XYZ file:
```
95
C28H42NO24, DFT the ωB97M-V functional and the def2-TZVPD basis
O 5.509 0.174 3.747
O 0.335 6.032 -2.762
O 4.796 1.837 -2.236
O -1.640 -1.021 0.988
O -4.027 1.204 -1.334
O 5.807 -0.365 1.579
O -4.058 -6.499 -1.671
O -1.247 4.489 -3.478
O -2.076 -5.541 -1.338
O -0.984 6.184 0.972
O 2.913 0.631 -2.374
O -0.778 4.165 1.959
O -5.863 2.478 -1.281
O 0.934 -6.725 3.646
O -5.869 0.287 -1.980
O 0.670 -5.017 2.140
O -3.834 -4.258 -1.108
O -2.110 4.343 0.235
O -0.637 -0.032 -0.691
O 4.517 1.422 2.197
O 0.426 -0.266 1.190
O 3.531 1.791 -4.196
O 0.599 3.771 -2.513
O 1.250 -4.621 4.269
N -0.618 -0.435 0.534
C -3.383 -5.495 -1.488
C 3.034 -0.805 -0.505
C 1.196 -3.346 3.728
C 3.220 0.642 -0.950
C -3.632 -0.106 -1.667
C -1.452 3.140 -3.177
C -0.171 -3.829 -1.528
C -0.067 4.816 -2.932
C 4.669 1.065 4.433
C 0.546 -3.636 2.305
C 3.750 1.426 -3.072
C -4.975 -0.737 -2.223
C -4.907 -1.035 -3.668
C 2.586 -2.696 3.536
C -1.232 5.013 0.997
C 0.836 -5.530 3.446
C -2.085 2.549 -4.489
C -1.515 -4.348 -0.934
C -1.001 2.859 1.652
C -1.282 2.039 2.924
C 5.284 0.352 2.412
C -2.756 -3.325 -1.126
C -0.043 2.589 -2.912
C 4.067 1.844 3.433
C 4.525 1.310 -0.888
C 2.487 1.905 3.378
C -5.221 1.356 -1.490
C -2.169 2.985 0.561
H -5.728 -1.530 -4.196
H 4.604 2.729 3.456
H 0.489 2.088 -3.603
H 2.294 2.183 4.389
H 2.069 -1.025 -0.848
H -1.492 -4.221 0.276
H -2.690 3.138 -4.941
H 3.734 -1.701 -1.068
H 0.785 -2.782 4.353
H 4.519 2.120 0.008
H -5.230 -1.622 -1.642
H 0.617 -4.400 -1.316
H 2.539 -1.616 3.255
H 3.125 -3.196 2.855
H 2.118 2.545 2.615
H 5.271 0.619 -0.807
H -0.226 -3.935 -2.549
H -4.641 -0.075 -4.268
H -3.317 -0.576 -0.816
H -2.022 2.300 -0.355
H 4.035 0.633 4.982
H -1.563 1.073 2.578
H 0.116 2.000 -1.967
H -2.788 -0.135 -2.410
H 2.356 0.886 3.114
H 3.227 -2.811 4.404
H -1.318 2.434 -5.143
H 5.318 1.665 5.011
H -4.440 -1.895 -3.763
H 1.035 -2.993 1.414
H -0.048 2.366 1.132
H -2.501 -2.874 -2.182
H -3.144 2.660 1.026
H -2.485 1.449 -4.510
H -2.057 2.659 3.390
H -0.525 -3.301 2.349
H 3.104 -0.947 0.514
H -2.231 3.307 -2.445
H -0.415 2.037 3.713
H 0.052 -2.805 -1.342
H -2.749 -2.678 -0.325
H 2.325 1.215 -0.583
```

(9)
Here is a 2-piece molecular cluster, C12H20BF4O7 overall from OMol25. Energies are from the ωB97M-V functional and the def2-TZVPD basis.

## Properties
- Lowest unoccupied orbital energy: 2.04 eV
- HOMO-LUMO gap: 5.95 eV
- HOMO: -0.144 hartree
- Total charge: -1

XYZ file:
```
44
C12H20BF4O7, DFT the ωB97M-V functional and the def2-TZVPD basis
F 5.290 2.415 -2.765
F -0.639 -0.014 -1.104
F 6.133 0.766 -1.651
F 4.445 1.843 -0.854
O 3.522 -0.537 -1.881
O -1.960 2.389 2.070
O -2.062 1.122 0.228
O 3.132 0.955 -3.651
O -2.108 -2.003 3.216
O -3.604 -1.102 1.565
O -0.318 -1.968 0.931
C 1.563 -2.793 -0.371
C 1.931 1.437 -3.106
C -1.108 -0.827 1.111
C -1.571 1.434 1.461
C -5.601 0.059 2.207
C -0.537 0.403 1.842
C 2.010 2.801 -2.427
C -1.637 -0.170 -0.165
C 4.953 1.341 -1.997
C 1.088 -1.782 0.650
C 4.060 0.284 -2.723
C -4.751 -1.185 2.421
B -2.349 -1.337 2.022
H 2.444 2.737 -1.431
H 0.951 -2.701 -1.274
H -0.407 0.279 2.916
H -2.455 -0.698 -0.658
H 1.496 0.692 -2.431
H 2.616 3.488 -3.020
H -4.962 0.945 2.239
H -6.119 0.013 1.249
H 1.549 -3.818 0.005
H -6.337 0.150 3.010
H 2.573 -2.489 -0.668
H 1.252 1.528 -3.962
H -1.828 -1.419 3.929
H 1.287 -0.789 0.245
H -4.448 -1.265 3.466
H 1.003 3.218 -2.323
H 4.781 -0.139 -3.467
H 0.408 0.743 1.402
H 1.617 -1.921 1.601
H -5.305 -2.087 2.141
```

(10)
Here is C21H26N4O2 as an isolated structure from OMol25. Energies are from the ωB97M-V functional and the def2-TZVPD basis.

## Properties
- Lowest unoccupied orbital energy: 0.64 eV
- HOMO-LUMO gap: 7.87 eV
- HOMO: -0.266 hartree
- Energy relative to the best compared isomer or geometry (same formula, charge and spin): 2122.52 kJ/mol

XYZ file:
```
53
C21H26N4O2, DFT the ωB97M-V functional and the def2-TZVPD basis
O 0.542 -1.031 2.784
O 1.644 2.173 2.004
N -1.214 -0.417 0.164
N 0.578 -0.234 -1.404
N -2.098 0.224 0.649
N -1.946 -2.236 1.360
C 0.616 -4.186 -1.756
C 0.858 3.642 -3.318
C 0.158 5.169 -1.418
C -2.694 2.702 0.715
C -0.412 0.382 -0.778
C 1.669 -3.545 -2.573
C -1.206 -1.683 0.486
C 0.996 4.884 -2.830
C -0.954 -1.692 3.319
C 0.037 -2.235 -0.232
C -0.277 4.165 -0.987
C -1.885 1.492 0.295
C 0.129 -3.853 -0.542
C 2.178 -2.115 -1.866
C 1.771 0.928 2.021
C 0.536 2.673 -2.525
C -0.797 1.652 -0.582
C 0.485 0.334 2.934
C 0.953 -1.391 -1.001
C -1.210 -2.890 2.350
C -0.098 2.807 -1.535
H -0.554 -3.527 2.162
H -3.009 3.232 -0.190
H -0.540 -4.409 0.169
H -0.477 -2.077 4.496
H -0.501 0.955 2.582
H 2.598 -2.414 -1.053
H 2.501 -1.576 -2.533
H 0.592 0.363 4.140
H 0.463 1.597 -2.797
H -2.369 3.254 1.456
H -2.025 -3.236 2.956
H 1.655 0.340 1.332
H 2.444 -4.218 -2.669
H 0.626 -5.408 -1.931
H 0.428 6.172 -1.139
H -0.743 4.329 0.091
H 1.308 -3.321 -3.441
H -0.420 -3.949 -2.213
H 1.138 -3.965 0.414
H 1.337 5.613 -3.413
H 1.514 3.512 -4.169
H -1.624 -1.000 3.719
H -3.749 2.287 0.941
H 2.582 0.821 2.698
H -2.649 -1.578 1.506
H 1.114 2.484 1.151
```

Quick rundown of largest force on an atom, same order as above: 2.72, 1.54, 1.66, 4.64, 3.72, 1.41, 2.89, 11.90, 0.90, 18.70 eV/A